A single C6H11N3 molecule, computed with wB97M-V/def2-TZVPD.

XYZ file:
```
20
Properties=species:S:1:pos:R:3:forces:R:3
C -1.9161 -1.2264 -1.8933 -1.095 1.648 -0.642
C -0.8009 -0.6624 -1.0374 -2.272 0.200 0.468
C 0.4915 -0.8561 -1.1338 2.258 -1.013 -1.437
C 1.1648 0.0412 -0.1000 1.218 -2.527 -0.600
C 2.1409 -0.6900 0.8418 -0.097 -1.165 0.120
C 0.0119 0.6469 0.5082 -2.214 -0.259 -0.038
N 0.0933 1.5720 1.4619 2.210 1.588 1.479
N -1.0483 2.2619 1.8372 -1.576 -0.034 0.113
N -1.1423 0.2604 0.0246 0.524 -0.003 -0.405
H -2.8275 -1.5820 -1.3393 1.028 0.496 -0.293
H -2.2693 -0.4172 -2.6549 0.429 -1.097 1.515
H -1.5849 -2.0120 -2.5434 0.419 -0.613 -0.085
H 0.9896 -1.5443 -1.9062 -0.627 1.269 1.476
H 1.7217 0.8268 -0.5509 0.671 0.710 -0.736
H 2.9957 -1.0549 0.2402 -0.288 0.335 0.443
H 2.4674 0.0052 1.5985 0.491 0.210 0.272
H 1.7567 -1.5966 1.4064 -0.078 1.122 -0.908
H 1.0035 2.0407 1.7825 -2.054 -1.298 -1.070
H -1.5918 1.6449 2.4678 0.364 0.493 -0.453
H -1.6560 2.3416 0.9899 0.688 -0.060 0.783
```
Positions in Å, forces in eV/Å.

As for the multiplicity: 1. Its gap between HOMO and LUMO is 8.80 eV. The SMILES is CC1=C[C@H](C)C(NN)=N1. Its LUMO energy is 0.88 eV. The energy relative to the best compared isomer or geometry (same formula, charge and spin) comes out at 39.0 kcal/mol.